Record 1
Entry from OMol25: a molecular structure, C4H10O2S2 at a distorted geometry (ωB97M-V with the def2-TZVPD basis set).

As for the total charge: 0. The LUMO energy (spin up / spin down) comes out at 0.194 / 0.194 eV. The energy above the lowest of the compared OMol25 structures with the same formula, charge and spin comes out at 3.491 eV.

XYZ file:
```
18
C4H10O2S2 | OMol25 | ωB97M-V with the def2-TZVPD basis set
C 0.163 -0.792 -1.001
C 1.527 1.260 -0.354
C 0.954 -0.646 1.228
C 0.493 0.199 0.126
O -1.626 1.559 -0.554
O -2.264 -0.527 0.969
S -3.059 -0.622 -0.374
S -1.061 1.036 0.653
H 1.208 -1.246 -1.347
H -0.408 -1.657 -0.677
H -0.331 -0.464 -1.843
H 1.860 1.960 0.444
H 1.141 1.694 -1.262
H 2.422 0.594 -0.671
H 1.189 -0.037 2.056
H 0.058 -1.127 1.614
H 1.731 -1.320 1.112
H -3.997 0.137 -0.120
```

Charges computed using Löwdin, reported in e:
1 C -0.107
2 C -0.060
3 C -0.119
4 C -0.755
5 O -0.524
6 O -0.790
7 S 0.795
8 S 0.986
9 H 0.138
10 H 0.066
11 H 0.040
12 H 0.091
13 H 0.070
14 H 0.116
15 H 0.073
16 H 0.081
17 H 0.078
18 H -0.180

***

Record 2
Entry from OMol25: a molecular structure, C4H10O3 at a distorted geometry (ωB97M-V with the def2-TZVPD basis set).

As for the total charge: -2. The LUMO energy comes out at 7.076 eV. The energy above the lowest of the compared OMol25 structures with the same formula, charge and spin comes out at 0.474 eV.

XYZ file:
```
17
C4H10O3 | OMol25 | ωB97M-V with the def2-TZVPD basis set
C -0.277 -0.287 -0.002
C -0.393 0.311 1.429
C -0.173 -0.848 2.540
O -0.184 -0.434 3.817
C -0.409 0.746 -1.154
O -0.570 0.036 -2.369
H -1.018 -1.073 -0.170
H 0.667 -0.837 -0.045
H 0.472 0.981 1.581
H -1.343 0.846 1.545
H -0.919 -1.603 2.136
H 0.841 -1.223 2.345
H -1.308 1.340 -0.896
H 0.478 1.366 -1.272
H 0.451 0.137 -2.955
H 2.093 0.791 -2.764
O 1.553 0.461 -3.498
```

Charges computed using Löwdin, reported in e:
1 C -0.243
2 C -0.225
3 C -0.576
4 O -0.428
5 C -0.365
6 O -0.282
7 H 0.087
8 H 0.094
9 H 0.085
10 H 0.080
11 H 0.068
12 H 0.058
13 H 0.086
14 H 0.083
15 H -0.033
16 H -0.089
17 O -0.400

***

Record 3
Entry from OMol25: 2 unconnected molecules or ions with the total composition C4H10O3 at a distorted geometry (ωB97M-V with the def2-TZVPD basis set).

As for the total charge: -2. The LUMO energy comes out at 6.998 eV. The energy above the lowest of the compared OMol25 structures with the same formula, charge and spin comes out at 0.565 eV.

XYZ file:
```
17
C4H10O3 | OMol25 | ωB97M-V with the def2-TZVPD basis set
C 2.661 -0.859 0.174
O 3.883 -0.350 -0.209
C 1.453 -0.073 -0.450
C 0.067 -0.644 -0.081
C -0.930 0.433 0.271
O -2.144 -0.140 0.694
H 2.516 -0.895 1.276
H 2.391 -1.926 -0.151
H 1.620 1.029 -0.255
H 1.527 -0.033 -1.571
H 0.198 -1.347 0.764
H -0.279 -1.173 -1.025
H -0.398 1.056 0.964
H -1.168 1.104 -0.538
H -3.029 0.483 0.506
H -4.164 1.938 -0.620
O -4.204 1.397 0.250
```

Charges computed using Löwdin, reported in e:
1 C -0.564
2 O -0.443
3 C -0.262
4 C -0.238
5 C -0.371
6 O -0.198
7 H 0.066
8 H 0.073
9 H 0.097
10 H 0.091
11 H 0.100
12 H 0.111
13 H 0.086
14 H 0.099
15 H 0.017
16 H -0.100
17 O -0.563

***

Record 4
Entry from OMol25: 2 unconnected molecules or ions with the total composition C4H10O3 at a distorted geometry (ωB97M-V with the def2-TZVPD basis set).

As for the total charge: -2. The LUMO energy comes out at 7.014 eV. The energy above the lowest of the compared OMol25 structures with the same formula, charge and spin comes out at 1.113 eV.

XYZ file:
```
17
C4H10O3 | OMol25 | ωB97M-V with the def2-TZVPD basis set
C 0.178 0.293 0.553
C 1.417 -0.501 0.312
C 2.692 0.371 0.738
O 3.864 -0.538 0.739
C -1.087 -0.152 -0.229
O -2.174 0.738 -0.112
H 0.367 1.433 0.368
H -0.030 0.167 1.623
H 1.468 -1.444 0.843
H 1.586 -0.684 -0.724
H 2.627 1.122 -0.148
H 2.514 0.825 1.643
H -0.800 -0.205 -1.314
H -1.421 -1.272 -0.120
H -3.079 0.452 -0.555
H -3.887 -0.377 -2.283
O -4.234 -0.229 -1.332
```

Charges computed using Löwdin, reported in e:
1 C -0.254
2 C -0.273
3 C -0.434
4 O -0.525
5 C -0.350
6 O -0.194
7 H 0.131
8 H 0.094
9 H 0.088
10 H 0.076
11 H 0.085
12 H 0.027
13 H 0.092
14 H 0.125
15 H -0.007
16 H -0.101
17 O -0.580

***

Record 5
Entry from OMol25: 3 unconnected molecules or ions with the total composition C4H10O3 at a distorted geometry (ωB97M-V with the def2-TZVPD basis set).

As for the total charge: 0. The LUMO energy (spin up / spin down) comes out at -0.680 / -0.389 eV. The energy above the lowest of the compared OMol25 structures with the same formula, charge and spin comes out at 8.046 eV.

XYZ file:
```
17
C4H10O3 | OMol25 | ωB97M-V with the def2-TZVPD basis set
C -0.325 0.650 0.401
C 0.352 1.751 -0.397
C 0.140 0.442 1.835
C 0.787 -1.188 -0.472
O -0.994 -0.987 -1.294
O -1.541 0.408 0.155
O -1.659 -1.861 -2.133
H -2.220 -2.380 -1.525
H -0.136 2.703 -0.166
H 1.419 1.823 -0.189
H 0.205 1.559 -1.458
H 1.224 0.341 1.892
H -0.149 1.318 2.418
H -0.335 -0.435 2.269
H 1.093 -1.574 -1.438
H 1.625 -0.595 -0.121
H 0.513 -1.972 0.223
```

Charges computed using Löwdin, reported in e:
1 C -0.550
2 C -0.035
3 C -0.043
4 C 0.095
5 O -0.230
6 O 0.008
7 O -0.023
8 H 0.108
9 H 0.092
10 H 0.076
11 H 0.086
12 H 0.072
13 H 0.090
14 H 0.086
15 H 0.054
16 H 0.051
17 H 0.062

***

Record 6
Entry from OMol25: 2 unconnected molecules or ions with the total composition C4H10O3 at a distorted geometry (ωB97M-V with the def2-TZVPD basis set).

As for the total charge: 0. The LUMO energy comes out at 0.781 eV. The energy above the lowest of the compared OMol25 structures with the same formula, charge and spin comes out at 1.326 eV.

XYZ file:
```
17
C4H10O3 | OMol25 | ωB97M-V with the def2-TZVPD basis set
O -0.427 0.243 -2.480
C -1.097 -0.160 -1.568
C -0.935 0.288 -0.161
C 0.173 1.291 0.076
C 0.202 1.700 1.538
O 1.350 2.553 1.724
H -1.881 -0.913 -1.764
H -1.899 0.689 0.207
H -0.837 -0.631 0.438
H 0.014 2.160 -0.555
H 1.159 0.881 -0.134
H 0.313 0.815 2.158
H -0.684 2.286 1.810
H 1.560 2.568 2.670
O 0.998 -4.241 -1.153
H 1.376 -5.050 -0.798
H 0.616 -4.479 -2.008
```

Charges computed using Löwdin, reported in e:
1 O 0.059
2 C -0.279
3 C -0.182
4 C -0.190
5 C -0.266
6 O -0.084
7 H 0.118
8 H 0.131
9 H 0.127
10 H 0.124
11 H 0.127
12 H 0.115
13 H 0.119
14 H 0.083
15 O -0.065
16 H 0.029
17 H 0.035

***

Record 7
Entry from OMol25: 3 unconnected molecules or ions with the total composition C4H10O3 at a distorted geometry (ωB97M-V with the def2-TZVPD basis set).

As for the total charge: 0. The LUMO energy comes out at 0.156 eV. The energy above the lowest of the compared OMol25 structures with the same formula, charge and spin comes out at 3.185 eV.

XYZ file:
```
17
C4H10O3 | OMol25 | ωB97M-V with the def2-TZVPD basis set
C 1.312 -0.140 -1.215
C 0.216 0.407 -1.769
C -0.719 1.341 -1.177
C -0.595 2.024 0.002
O 0.658 2.224 0.556
H 1.882 -0.893 -1.772
H 1.826 0.236 -0.397
H -0.341 -0.205 -2.491
H -1.663 1.526 -1.743
H -1.393 2.544 0.437
H 0.518 1.721 1.511
O 0.049 -0.154 2.325
H 0.201 -1.051 2.478
H -0.933 -0.077 2.266
O -0.457 -3.370 0.094
H -0.610 -2.384 0.083
H 0.048 -3.750 0.812
```

Charges computed using Löwdin, reported in e:
1 C 0.014
2 C -0.185
3 C -0.118
4 C -0.217
5 O -0.066
6 H 0.062
7 H 0.025
8 H 0.096
9 H 0.106
10 H 0.086
11 H 0.155
12 O -0.032
13 H 0.005
14 H 0.079
15 O -0.082
16 H 0.048
17 H 0.023

***

Record 8
Entry from OMol25: 2 unconnected molecules or ions with the total composition C4H10O3 (ωB97M-V with the def2-TZVPD basis set).

As for the total charge: 0. The LUMO energy comes out at 0.384 eV. The energy above the lowest of the compared OMol25 structures with the same formula, charge and spin comes out at 4.394 eV.

XYZ file:
```
17
C4H10O3 | OMol25 | ωB97M-V with the def2-TZVPD basis set
C -1.048 -1.664 -0.991
O -1.803 -0.704 -0.216
C -2.509 0.158 -0.896
C 0.549 1.265 0.625
O 0.100 0.349 1.613
C 1.973 0.875 0.255
O 2.025 -0.506 -0.046
H -1.182 -2.634 -0.511
H 0.002 -1.358 -0.956
H -1.431 -1.661 -2.013
H -0.086 1.218 -0.272
H -2.932 0.796 -0.080
H 0.512 2.291 1.015
H -0.725 -0.046 1.298
H 2.652 1.115 1.087
H 2.310 1.422 -0.630
H 1.594 -0.918 0.720
```

Charges computed using Löwdin, reported in e:
1 C -0.049
2 O -0.266
3 C 0.061
4 C -0.239
5 O -0.072
6 C -0.245
7 O -0.083
8 H 0.097
9 H 0.076
10 H 0.086
11 H 0.106
12 H 0.024
13 H 0.121
14 H 0.060
15 H 0.120
16 H 0.122
17 H 0.080

***

Record 9
Entry from OMol25: 2 unconnected molecules or ions with the total composition C4H10O3 at a distorted geometry (ωB97M-V with the def2-TZVPD basis set).

As for the total charge: 0. The LUMO energy comes out at 0.559 eV. The energy above the lowest of the compared OMol25 structures with the same formula, charge and spin comes out at 2.059 eV.

XYZ file:
```
17
C4H10O3 | OMol25 | ωB97M-V with the def2-TZVPD basis set
O -3.068 -0.543 1.092
C -2.066 -1.059 0.751
C -0.657 -0.566 0.997
C -0.156 0.429 -0.088
C 1.099 1.055 0.513
O 1.799 1.694 -0.546
H -2.153 -1.809 -0.097
H -0.653 -0.029 1.968
H 0.010 -1.528 1.109
H 0.134 -0.265 -0.885
H -0.985 1.201 -0.376
H 1.757 0.217 0.948
H 0.769 1.752 1.366
H 1.461 2.617 -0.495
O 2.044 -1.136 -2.168
H 1.808 -0.180 -2.300
H 2.338 -1.255 -1.294
```

Charges computed using Löwdin, reported in e:
1 O 0.070
2 C -0.319
3 C -0.193
4 C -0.197
5 C -0.302
6 O -0.089
7 H 0.131
8 H 0.115
9 H 0.150
10 H 0.088
11 H 0.161
12 H 0.139
13 H 0.142
14 H 0.108
15 O -0.055
16 H 0.055
17 H -0.004

***

Record 10
Entry from OMol25: C4H10O4 in the gas phase at a distorted geometry (ωB97M-V with the def2-TZVPD basis set).

As for the total charge: 0. The LUMO energy comes out at 0.741 eV. The energy above the lowest of the compared OMol25 structures with the same formula, charge and spin comes out at 2.103 eV.

XYZ file:
```
18
C4H10O4 | OMol25 | ωB97M-V with the def2-TZVPD basis set
O 2.074 0.666 -0.827
C 1.926 -0.171 0.298
C 0.510 -0.601 0.331
O 0.283 -1.156 -0.871
C -0.467 0.365 0.631
O -0.303 1.569 -0.211
C -1.870 -0.177 0.369
O -2.158 0.070 -1.009
H 1.413 1.389 -0.753
H 2.612 -0.936 0.133
H 2.247 0.424 1.208
H 0.346 -1.306 1.202
H 1.038 -0.882 -1.452
H -0.516 0.617 1.763
H -1.073 1.439 -0.853
H -2.658 0.340 0.886
H -2.056 -1.207 0.611
H -1.346 -0.445 -1.456
```

Charges computed using Löwdin, reported in e:
1 O -0.071
2 C -0.186
3 C -0.462
4 O 0.006
5 C -0.309
6 O -0.053
7 C -0.184
8 O -0.109
9 H 0.087
10 H 0.111
11 H 0.155
12 H 0.181
13 H 0.140
14 H 0.188
15 H 0.107
16 H 0.122
17 H 0.125
18 H 0.152

***

Record 11
Entry from OMol25: C4H10OS in the gas phase at a distorted geometry (ωB97M-V with the def2-TZVPD basis set).

As for the total charge: 0. The LUMO energy comes out at 0.858 eV. The energy above the lowest of the compared OMol25 structures with the same formula, charge and spin comes out at 0.821 eV.

XYZ file:
```
16
C4H10OS | OMol25 | ωB97M-V with the def2-TZVPD basis set
O 2.250 -0.761 -1.094
C 2.252 -0.382 0.299
C 1.077 -0.754 1.205
C -0.283 -0.018 1.061
C -0.644 0.384 -0.387
S -2.365 0.890 -0.503
H 1.452 -1.005 -1.563
H 3.160 -0.844 0.665
H 2.432 0.692 0.227
H 1.471 -0.736 2.222
H 0.984 -1.850 1.121
H -0.278 0.811 1.765
H -1.075 -0.728 1.313
H 0.000 1.216 -0.648
H -0.388 -0.464 -1.007
H -3.035 -0.228 -0.254
```

Charges computed using Löwdin, reported in e:
1 O -0.094
2 C -0.249
3 C -0.187
4 C -0.262
5 C -0.594
6 S 0.716
7 H 0.059
8 H 0.108
9 H 0.112
10 H 0.107
11 H 0.115
12 H 0.105
13 H 0.089
14 H 0.075
15 H 0.057
16 H -0.156

***

Record 12
Entry from OMol25: C4H10OS in the gas phase at a distorted geometry (ωB97M-V with the def2-TZVPD basis set).

As for the total charge: 0. The LUMO energy comes out at 0.881 eV. The energy above the lowest of the compared OMol25 structures with the same formula, charge and spin comes out at 3.713 eV.

XYZ file:
```
16
C4H10OS | OMol25 | ωB97M-V with the def2-TZVPD basis set
C 0.352 -2.442 -0.564
O -0.310 -1.540 -1.513
C 0.463 -0.292 -1.439
C 0.461 0.353 -0.051
S -1.279 1.183 0.200
C -0.885 2.205 1.822
H 0.005 -3.504 -1.224
H -0.283 -2.161 0.377
H 1.450 -2.323 -0.520
H 0.020 0.542 -2.013
H 1.460 -0.468 -1.621
H 1.059 1.289 -0.084
H 0.785 -0.151 0.856
H -0.918 1.588 2.768
H -0.328 3.060 1.450
H -2.053 2.661 1.556
```

Charges computed using Löwdin, reported in e:
1 C -0.109
2 O -0.254
3 C -0.301
4 C -0.447
5 S 0.699
6 C -0.360
7 H 0.164
8 H 0.109
9 H 0.075
10 H 0.111
11 H 0.078
12 H 0.072
13 H 0.064
14 H 0.042
15 H 0.001
16 H 0.057

***

Record 13
Entry from OMol25: a gas-phase ion, C4H10OS (charge +1) at a distorted geometry (ωB97M-V with the def2-TZVPD basis set).

As for the total charge: +1. The LUMO energy (spin up / spin down) comes out at -4.436 / -9.382 eV. As for the spin multiplicity: 2. The energy above the lowest of the compared OMol25 structures with the same formula, charge and spin comes out at 1.043 eV.

XYZ file:
```
16
C4H10OS | OMol25 | ωB97M-V with the def2-TZVPD basis set
C 1.697 0.741 -0.446
O 2.867 1.218 0.224
C 0.462 0.623 0.456
C -0.729 0.044 -0.316
C -1.366 -1.214 0.329
S -3.155 -1.367 0.585
H 1.434 1.449 -1.227
H 2.047 -0.229 -0.806
H 2.999 2.131 -0.010
H 0.294 1.674 0.724
H 0.738 -0.006 1.301
H -0.511 -0.072 -1.372
H -1.531 0.781 -0.192
H -1.018 -2.112 -0.206
H -0.999 -1.414 1.359
H -3.228 -2.245 -0.403
```

Charges computed using Löwdin, reported in e:
1 C -0.264
2 O -0.046
3 C -0.171
4 C -0.207
5 C -0.456
6 S 1.180
7 H 0.124
8 H 0.127
9 H 0.082
10 H 0.128
11 H 0.117
12 H 0.125
13 H 0.105
14 H 0.102
15 H 0.102
16 H -0.047

***

Record 14
Entry from OMol25: 2 unconnected molecules or ions with the total composition C4H10OS at a distorted geometry (ωB97M-V with the def2-TZVPD basis set).

As for the total charge: +1. The LUMO energy (spin up / spin down) comes out at -3.984 / -8.991 eV. As for the spin multiplicity: 2. The energy above the lowest of the compared OMol25 structures with the same formula, charge and spin comes out at 0.588 eV.

XYZ file:
```
16
C4H10OS | OMol25 | ωB97M-V with the def2-TZVPD basis set
C -1.403 -0.621 -0.068
C -2.624 -0.787 -0.948
S -2.151 -1.415 -2.603
H -1.657 -0.937 0.945
H -0.957 0.362 -0.099
H -0.591 -1.293 -0.327
H -3.304 -1.558 -0.574
H -3.174 0.120 -1.189
H -0.916 -0.862 -2.587
O 1.445 0.576 -0.402
C 1.640 0.740 0.787
C 2.960 1.227 1.309
H 0.884 0.333 1.486
H 3.725 0.718 0.737
H 3.058 1.098 2.381
H 3.066 2.299 1.154
```

Charges computed using Löwdin, reported in e:
1 C -0.155
2 C -0.457
3 S 1.161
4 H 0.102
5 H 0.069
6 H 0.073
7 H 0.097
8 H 0.103
9 H -0.030
10 O -0.001
11 C -0.298
12 C -0.035
13 H 0.113
14 H 0.090
15 H 0.079
16 H 0.092

***

Record 15
Entry from OMol25: 2 unconnected molecules or ions with the total composition C4H10OS2 at a distorted geometry (ωB97M-V with the def2-TZVPD basis set).

As for the total charge: 0. The LUMO energy comes out at -0.247 eV. The energy above the lowest of the compared OMol25 structures with the same formula, charge and spin comes out at 4.985 eV.

XYZ file:
```
17
C4H10OS2 | OMol25 | ωB97M-V with the def2-TZVPD basis set
C -2.081 -0.458 0.055
C 0.287 2.069 -0.108
C -0.686 -0.890 -0.291
C 0.418 -0.164 0.430
O 2.092 -0.667 -1.583
S 3.455 -0.070 0.969
S 2.023 -0.717 -0.121
H -2.568 0.285 -0.550
H -2.842 -1.283 0.070
H -2.003 -0.111 1.097
H 1.230 2.475 0.144
H -0.231 2.155 -1.067
H -0.392 2.205 0.708
H -0.524 -1.941 -0.085
H -0.678 -0.748 -1.493
H 0.349 -0.070 1.517
H 2.153 -2.071 0.309
```

Charges computed using Löwdin, reported in e:
1 C -0.133
2 C 0.138
3 C -0.349
4 C -0.341
5 O -0.457
6 S 0.208
7 S 0.258
8 H 0.064
9 H 0.090
10 H 0.075
11 H 0.004
12 H 0.043
13 H 0.006
14 H 0.098
15 H 0.164
16 H 0.088
17 H 0.045